C2H15NaO6 as an isolated structure. Source: the Open Molecules 2025 dataset; level of theory: ωB97M-V/def2-TZVPD.

Last column: Löwdin charge in e.
Element x y z (Å)
Na 17.03905 -3.89148 -11.73928  0.435
C 19.14132 0.31234 -12.42230  -0.139
C 18.37029 -0.88821 -12.69249  -0.515
O 18.31274 -1.81196 -11.60259  -0.395
H 20.19269 0.08412 -12.24729  0.071
H 18.74801 0.80407 -11.53259  0.070
H 19.10057 1.04333 -13.22982  0.065
H 18.81701 -1.42758 -13.52774  0.070
H 17.36221 -0.67544 -13.04831  0.082
O 17.05547 -4.46866 -9.45003  -0.019
H 16.57084 -4.37374 -8.63006  0.062
H 17.58797 -5.25411 -9.32453  0.052
O 19.49195 -4.11272 -13.11166  -0.061
H 19.30076 -3.27853 -12.68294  -0.026
H 19.83209 -3.86785 -13.97223  0.034
O 14.48277 -4.13651 -11.40733  -0.025
H 14.31113 -3.83108 -10.51656  0.049
H 14.24676 -5.06405 -11.39265  0.049
O 16.37039 -4.41937 -14.55397  -0.027
H 15.87187 -3.64099 -14.80262  0.047
H 15.74700 -5.14079 -14.63866  0.037
O 17.28833 -6.41888 -11.90554  -0.021
H 17.51788 -6.99357 -12.63579  0.059
H 17.54595 -6.90868 -11.12453  0.046

Energy in eV: -19018.924
Kohn-Sham gap in eV: 5.644
Lowest unoccupied orbital energy in eV: -0.6
Highest occupied orbital energy in eV: -6.26
Maximum force in hartree/bohr: 0.069
ΔE to the lowest compared entry with this formula, charge and spin in kJ/mol: 44.86